# C25H38N2O10P2RbSe

A molecular structure, C25H38N2O10P2RbSe (ωB97M-V/def2-TZVPD, OMol25).

XYZ file:
```
79
Properties=species:S:1:pos:R:3:forces:R:3:lowdin_charge:R:1
Rb -0.429 0.102 0.203 -0.3069 -0.4016 -0.4042 0.95
O 0.293 -4.274 -0.182 -0.1429 -0.0036 -0.0476 0.06
C -0.608 -3.308 -0.318 0.1974 0.0012 0.2034 -0.52
O -0.970 -2.602 0.595 -0.0709 -0.1450 0.0042 -0.03
C -1.099 -3.105 -1.721 -0.0161 0.0741 -0.0117 -0.20
C -1.355 -4.142 -2.599 0.0089 -0.0461 -0.0415 -0.01
C -1.868 -3.808 -3.849 0.0126 0.0413 0.0207 -0.06
C -2.068 -2.476 -4.162 0.0164 -0.0441 -0.0057 0.00
C -1.744 -1.498 -3.222 0.0538 0.1010 -0.0041 -0.16
N -1.276 -1.820 -2.023 -0.1002 -0.0590 0.1167 0.13
C -1.904 0.008 -3.555 0.0470 0.0009 0.0260 -0.66
O -2.301 0.245 -4.708 0.0150 0.0127 0.0557 -0.03
O -1.598 0.798 -2.633 -0.0268 -0.1022 -0.0148 -0.11
H 0.771 -4.098 0.670 0.0971 0.0159 0.0109 0.00
H -1.163 -5.166 -2.309 -0.0041 0.0138 -0.0081 0.11
H -2.101 -4.584 -4.567 -0.0021 -0.0023 0.0016 0.10
H -2.455 -2.146 -5.116 -0.0046 -0.0118 -0.0040 0.11
C 1.570 6.786 1.843 0.0019 -0.0076 0.0078 -0.04
C 1.302 6.219 0.464 0.0120 -0.0026 0.0356 -0.46
C 0.654 7.211 -0.479 -0.0019 0.0033 -0.0043 -0.04
O 0.411 5.095 0.632 -0.0221 0.0538 -0.0312 -0.17
P 0.666 3.690 -0.051 0.0351 -0.0485 0.0522 0.45
O -0.472 2.784 0.122 0.1080 0.4376 -0.1235 -0.36
C 2.181 3.042 0.720 -0.0984 -0.0039 0.0301 -0.20
P 1.882 2.272 2.332 0.0294 0.1426 -0.0373 0.45
O 0.880 1.203 2.343 -0.0104 0.1785 0.0544 -0.35
O 1.508 3.552 3.202 0.0178 -0.0987 0.0371 -0.20
C 0.545 3.409 4.289 -0.0510 0.0431 0.0146 -0.43
C -0.814 3.831 3.771 0.0256 -0.0090 -0.0229 -0.03
C 1.049 4.259 5.434 0.0139 0.0097 -0.0151 -0.04
O 3.256 1.734 2.854 0.0904 -0.1067 0.0064 -0.15
C 4.593 2.265 2.893 -0.0428 0.1003 -0.0515 -0.41
C 5.296 1.964 1.582 0.0100 -0.0263 0.0199 -0.03
C 4.627 3.732 3.281 0.0238 -0.0294 0.0183 -0.04
O 1.072 4.135 -1.510 0.0230 0.0505 0.1002 -0.17
C 1.643 3.369 -2.612 0.0127 -0.0226 -0.0232 -0.40
C 1.298 1.898 -2.576 -0.0265 0.0199 -0.0125 -0.04
C 3.135 3.644 -2.651 -0.0225 0.0205 0.0134 -0.04
H 2.289 7.604 1.783 -0.0103 -0.0032 -0.0044 0.09
H 1.962 6.010 2.501 -0.0004 0.0189 0.0052 0.06
H 0.643 7.168 2.275 0.0075 -0.0139 0.0040 0.09
H 2.240 5.864 0.023 -0.0055 -0.0062 -0.0068 0.13
H -0.307 7.532 -0.073 0.0044 -0.0081 -0.0069 0.09
H 0.491 6.756 -1.455 -0.0125 0.0102 0.0112 0.08
H 1.292 8.089 -0.598 0.0044 -0.0070 -0.0058 0.08
H 2.905 3.852 0.832 0.0108 -0.0131 -0.0338 0.06
H 2.626 2.286 0.071 -0.0358 -0.0318 0.0147 0.07
H 0.522 2.359 4.584 0.0037 -0.0234 -0.0062 0.13
H -0.797 4.885 3.484 -0.0017 -0.0170 -0.0058 0.08
H -1.572 3.686 4.542 0.0076 0.0044 0.0031 0.09
H -1.083 3.240 2.895 -0.0118 0.0061 0.0095 0.08
H 1.129 5.303 5.120 0.0070 -0.0149 0.0155 0.08
H 2.025 3.910 5.771 -0.0048 0.0122 0.0082 0.08
H 0.354 4.202 6.273 0.0028 0.0003 -0.0050 0.08
H 5.056 1.680 3.684 0.0475 -0.0651 0.0640 0.13
H 4.949 2.619 0.779 0.0058 -0.0270 0.0093 0.06
H 5.118 0.925 1.301 0.0112 0.0194 -0.0065 0.10
H 6.371 2.114 1.696 -0.0149 0.0111 -0.0007 0.09
H 4.142 4.361 2.531 0.0189 0.0090 0.0308 0.06
H 5.665 4.056 3.369 -0.0101 -0.0189 0.0035 0.09
H 4.129 3.890 4.237 -0.0076 0.0200 -0.0219 0.08
H 1.167 3.817 -3.484 0.0174 -0.0072 -0.0364 0.15
H 1.710 1.405 -1.693 0.0792 -0.0016 0.0342 0.07
H 1.760 1.423 -3.444 -0.0442 -0.0213 -0.0144 0.10
H 0.221 1.720 -2.624 -0.0044 -0.0011 0.0242 0.06
H 3.645 3.166 -1.811 0.0067 0.0119 -0.0053 0.07
H 3.334 4.716 -2.620 0.0019 -0.0118 0.0004 0.08
H 3.558 3.240 -3.572 -0.0084 -0.0023 0.0118 0.09
Se 2.775 -2.927 1.458 0.0187 0.0868 -0.2203 0.52
C 2.927 -1.891 3.025 -0.0105 -0.1397 0.2308 -0.75
C 4.177 -1.626 3.606 -0.0348 0.0275 0.0304 -0.16
C 4.261 -0.894 4.776 0.0810 0.0457 -0.0481 -0.21
N 3.215 -0.377 5.426 -0.0473 -0.0123 -0.0149 0.02
C 2.025 -0.635 4.875 0.0000 -0.0059 0.0330 -0.19
C 1.829 -1.372 3.721 0.0623 0.0046 -0.0208 -0.15
H 5.077 -2.019 3.149 -0.0127 0.0093 -0.0184 0.08
H 5.236 -0.715 5.227 -0.0300 0.0112 -0.0163 0.09
H 1.163 -0.227 5.399 -0.0015 -0.0013 -0.0147 0.09
H 0.827 -1.530 3.345 0.0089 -0.0037 0.0038 0.09
```
Positions in Å, forces in eV/Å.

**E**: -134586.300 eV
**Energy relative to the best compared isomer or geometry (same formula, charge and spin)**: 4.46 kcal per mole
**Net charge**: -1
**Orbital gap**: 5.9123 eV

# C25H38N4O3

C25H38N4O3 in the gas phase (ωB97M-V/def2-TZVPD, OMol25).

XYZ file:
```
70
Properties=species:S:1:pos:R:3:forces:R:3:nbo_charge:R:1
C -0.305 5.454 5.481 0.0214 -0.0466 -0.0300 -0.42
N 1.104 5.378 5.812 0.1026 -0.0716 0.2271 -0.63
H 1.277 4.562 6.395 -0.0162 0.1148 -0.0624 0.36
C 1.985 5.282 4.665 0.0670 -0.2319 -0.0181 -0.22
H 2.991 5.541 5.010 0.0347 0.0329 -0.1761 0.19
C 2.008 3.888 4.016 -0.0649 0.3711 0.1268 -0.25
N 2.437 2.890 4.987 0.0563 -0.0815 -0.0173 -0.45
C 3.877 2.762 5.033 -0.0017 -0.0157 -0.0135 -0.41
H 4.298 2.359 4.097 0.0295 0.0130 -0.0068 0.16
H 4.318 3.739 5.216 0.1068 0.0078 0.0011 0.20
H 4.154 2.100 5.853 0.0891 -0.0075 0.0101 0.20
C 1.782 1.601 4.784 -0.0057 0.1200 0.1588 -0.24
C 0.345 1.704 5.176 -0.2236 -0.0852 0.0504 -0.13
C -0.130 1.945 6.448 0.0420 -0.1129 -0.2239 -0.04
N -1.466 2.088 6.348 0.2973 0.0334 0.0919 -0.32
N -1.893 1.966 5.096 -0.6741 -0.0111 -0.4260 -0.27
C -0.815 1.728 4.359 0.1579 -0.0128 0.7800 0.11
C -0.913 1.562 2.912 -0.0342 -0.0798 -0.2424 -0.10
C -0.213 0.566 2.242 -0.1399 0.1833 0.1731 -0.18
C -0.299 0.433 0.868 0.0243 -0.0627 -0.4043 -0.27
C -1.097 1.302 0.134 -0.0409 0.0687 0.1231 0.30
C -1.821 2.290 0.804 0.0152 -0.1016 -0.2060 -0.26
C -1.732 2.415 2.171 0.1016 -0.0891 -0.0411 -0.16
H -2.295 3.177 2.688 -0.0492 0.0928 0.0422 0.23
H -2.448 2.949 0.223 -0.0708 0.0851 -0.0699 0.22
O -1.246 1.269 -1.222 -0.2148 0.2567 0.2170 -0.49
C -0.500 0.338 -1.963 0.3799 -0.1967 -0.0977 0.10
C -0.884 0.399 -3.450 -0.0266 0.0203 0.0575 -0.46
H -1.641 1.150 -3.661 -0.0122 0.0886 -0.0215 0.23
H -0.037 0.523 -4.120 0.0418 0.0057 -0.0752 0.22
C -1.406 -1.055 -3.373 -0.2267 0.0804 0.0125 0.12
O -0.716 -1.997 -4.146 0.1774 -0.1892 0.0712 -0.54
C -1.080 -1.995 -5.510 0.1029 0.0904 -0.3001 -0.06
C -0.246 -3.019 -6.274 -0.4786 -0.0159 0.3058 -0.41
H -0.355 -2.809 -7.341 0.0473 0.0471 -0.0448 0.21
H 0.801 -2.879 -6.003 0.1198 0.0353 -0.0771 0.21
C -0.652 -4.472 -6.013 0.4455 0.1546 -0.0601 -0.21
C -0.269 -4.943 -4.609 -0.3642 -0.3783 -0.0971 -0.44
H -0.771 -4.342 -3.853 0.0402 -0.0173 0.0613 0.23
C -0.640 -6.416 -4.438 0.0745 0.2532 0.2551 -0.06
O -0.015 -7.234 -5.402 0.1103 -0.1062 0.0333 -0.53
C -0.373 -6.861 -6.710 0.1255 0.1119 -0.3606 -0.06
C 0.011 -5.414 -7.023 -0.3471 -0.2431 0.2704 -0.42
H -0.297 -5.170 -8.041 0.0214 0.0277 -0.0750 0.21
H 1.096 -5.312 -6.955 0.0854 0.0234 -0.0438 0.20
H 0.151 -7.556 -7.371 -0.1192 0.0434 -0.0071 0.19
H -1.459 -6.989 -6.850 0.0698 -0.0192 -0.0130 0.15
H -0.306 -6.793 -3.470 -0.1116 0.0393 -0.0314 0.19
H -1.734 -6.532 -4.507 0.0592 -0.0101 0.0356 0.15
H 0.809 -4.830 -4.476 0.0842 0.0484 0.0527 0.20
H -1.740 -4.555 -6.127 -0.0328 -0.0080 -0.0080 0.19
H -0.911 -0.994 -5.937 -0.0571 -0.0530 0.0425 0.17
H -2.153 -2.224 -5.608 0.0690 0.0357 -0.0049 0.16
C -0.993 -1.125 -1.895 -0.1030 -0.0039 -0.0634 -0.46
H -0.210 -1.858 -1.723 0.0532 -0.0710 0.0393 0.23
H -1.813 -1.283 -1.199 -0.0111 -0.0192 0.0836 0.23
H -2.488 -1.142 -3.547 0.1092 -0.0178 0.0111 0.17
H 0.571 0.466 -1.763 -0.1237 0.0221 0.0358 0.18
H 0.250 -0.358 0.381 0.0436 -0.0731 -0.0739 0.21
H 0.387 -0.138 2.801 0.0513 -0.0396 0.0477 0.21
H -2.129 2.265 7.086 0.0928 -0.0290 -0.1473 0.41
H 0.387 2.023 7.383 0.1084 0.0432 0.2270 0.22
H 2.279 0.871 5.431 0.0374 0.0008 -0.1400 0.21
H 1.876 1.260 3.741 0.0437 -0.0379 0.1150 0.18
H 2.659 3.898 3.127 -0.0418 -0.0757 -0.0043 0.18
H 0.998 3.641 3.682 0.0368 0.0044 -0.0316 0.21
H 1.678 6.023 3.923 0.0851 0.0388 0.0052 0.19
H -0.873 5.546 6.407 -0.1171 0.0199 -0.0365 0.20
H -0.472 6.353 4.886 -0.1040 0.0346 0.0070 0.19
H -0.694 4.594 4.920 -0.0490 -0.0348 -0.0191 0.17
```
Positions in Å, forces in eV/Å.

**E**: -38642.788 eV
**Energy relative to the best compared isomer or geometry (same formula, charge and spin)**: 54.53 kcal per mole
**Orbital gap**: 8.9410 eV
**Structure (SMILES)**: CNCCN(C)Cc1c[nH]nc1-c1ccc(O[C@H]2C[C@H](OCCC3CCOCC3)C2)cc1

# C25H38N4O4S

C25H38N4O4S in the gas phase (ωB97M-V/def2-TZVPD, OMol25).

XYZ file:
```
72
Properties=species:S:1:pos:R:3:forces:R:3:nbo_charge:R:1
C -1.839 -8.825 -1.233 -0.0847 0.3352 -0.1185 -0.64
H -2.639 -9.554 -1.134 -0.0535 -0.1310 0.0353 0.21
H -1.303 -8.770 -0.288 0.0619 -0.0469 0.1032 0.20
H -1.150 -9.172 -1.999 0.0782 -0.0889 -0.0506 0.20
C -2.425 -7.455 -1.604 0.0025 -0.2275 0.0835 -0.20
N -1.465 -6.398 -1.824 0.0613 -0.0125 0.0904 -0.47
C -0.760 -6.473 -3.093 -0.2009 0.1821 -0.2391 -0.21
H 0.275 -6.150 -2.954 0.0076 -0.0716 0.0148 0.19
H -0.728 -7.506 -3.467 0.1005 0.0194 0.0833 0.17
C -1.426 -5.582 -4.141 0.2513 -0.1712 0.1146 -0.62
H -0.897 -5.659 -5.088 0.0147 0.0024 -0.1952 0.20
H -1.424 -4.544 -3.820 -0.0165 0.0937 0.0245 0.24
H -2.458 -5.890 -4.294 -0.1439 -0.0335 -0.0469 0.20
C -0.647 -6.064 -0.679 0.2059 0.2109 -0.0486 -0.21
C -0.261 -4.583 -0.693 -0.3603 -0.1749 0.0595 -0.41
H 0.361 -4.361 0.177 0.0909 0.0326 -0.0248 0.20
C -1.506 -3.694 -0.694 0.1005 -0.2348 -0.2637 -0.23
N -1.175 -2.305 -0.887 0.0940 0.0226 0.3772 -0.60
C -1.192 -1.723 -2.094 0.0333 0.2792 0.1814 0.66
O -1.579 -2.268 -3.118 -0.0904 -0.1673 -0.3104 -0.67
C -0.718 -0.300 -2.118 0.0271 -0.0089 -0.0601 -0.33
C -0.816 0.334 -3.318 -0.0666 -0.3757 0.2727 0.14
N -0.443 1.605 -3.558 -0.0706 -0.2033 0.0330 -0.35
C 0.102 2.353 -2.540 0.2427 0.1918 0.6219 0.19
C 0.509 3.682 -2.740 0.0175 -0.0160 -0.0522 -0.21
C 1.059 4.405 -1.705 -0.0017 0.0615 -0.0314 -0.17
C 1.220 3.821 -0.456 0.1179 0.2516 0.4308 -0.37
C 0.828 2.526 -0.235 -0.0471 -0.1350 -0.1112 -0.05
C 0.257 1.773 -1.264 0.1131 0.2753 -0.0221 -0.21
C -0.168 0.393 -0.973 -0.0785 0.0119 -0.2046 0.59
O -0.049 -0.085 0.155 0.0774 0.0928 0.1013 -0.64
H 0.950 2.070 0.735 -0.0480 -0.1216 0.0825 0.25
S 1.988 4.748 0.872 -0.2753 -0.2813 -0.1697 2.32
O 3.255 4.147 1.167 -0.0066 -0.2162 0.2026 -0.93
O 1.974 6.140 0.510 -0.2505 -0.0715 -0.0837 -0.95
N 0.930 4.420 2.128 0.7053 -0.0247 -0.9140 -0.67
C -0.293 5.173 1.975 -0.3313 0.3255 -0.1083 -0.43
H -1.002 4.882 2.746 -0.0148 -0.0565 -0.0093 0.21
H -0.120 6.253 2.013 -0.1185 -0.0397 0.0512 0.20
H -0.712 4.926 0.999 -0.2151 0.0773 0.0358 0.21
C 1.552 4.354 3.443 0.2329 -0.0019 0.4345 -0.06
C 0.743 3.488 4.408 0.2654 -0.0946 -0.1951 -0.41
C 1.524 3.315 5.708 -0.2751 0.1779 0.1003 -0.39
C 1.826 4.673 6.336 0.2969 -0.1358 -0.0356 -0.40
C 2.603 5.556 5.363 -0.2945 0.1432 0.0941 -0.39
C 1.825 5.727 4.061 0.2773 -0.1892 -0.0809 -0.43
H 0.880 6.235 4.268 -0.0565 0.0721 -0.0318 0.19
H 2.393 6.330 3.350 -0.0449 0.0973 0.0189 0.22
H 3.569 5.096 5.146 0.0994 0.0142 0.0070 0.20
H 2.790 6.533 5.814 0.0953 -0.0122 -0.0224 0.21
H 2.401 4.537 7.254 -0.0600 0.0363 0.0584 0.21
H 0.887 5.166 6.601 -0.0510 0.0338 0.0640 0.19
H 0.949 2.702 6.405 0.0616 -0.0680 -0.0199 0.21
H 2.462 2.797 5.499 0.0491 -0.0876 0.0185 0.20
H 0.543 2.519 3.949 -0.0642 -0.0175 -0.0434 0.22
H -0.214 3.966 4.626 -0.1029 0.0054 0.0008 0.19
H 2.511 3.862 3.253 -0.0601 0.0083 0.2518 0.24
H 1.373 5.428 -1.837 -0.0081 0.1271 -0.1185 0.25
H 0.396 4.151 -3.703 -0.0180 0.0373 -0.0923 0.22
C -0.610 2.163 -4.880 -0.0223 0.2315 -0.3670 -0.40
H -1.045 1.409 -5.533 0.0271 0.0236 0.0725 0.23
H 0.354 2.467 -5.293 -0.0419 0.0043 -0.0048 0.21
H -1.276 3.027 -4.853 0.0292 -0.0201 -0.0246 0.21
H -1.230 -0.226 -4.146 0.0070 0.0294 -0.0386 0.24
H -0.759 -1.780 -0.122 -0.0653 0.1030 -0.2009 0.43
H -2.152 -4.006 -1.518 -0.0072 0.0252 0.2054 0.24
H -2.047 -3.798 0.250 -0.0354 -0.0242 -0.0520 0.19
H 0.318 -4.360 -1.590 0.0908 0.0397 -0.0321 0.20
H 0.273 -6.672 -0.621 -0.1111 -0.0183 0.0867 0.17
H -1.235 -6.261 0.222 0.0266 -0.0703 0.0502 0.19
H -3.016 -7.553 -2.518 -0.0957 0.0144 0.0525 0.19
H -3.101 -7.130 -0.806 -0.0731 -0.0396 -0.0907 0.19
```
Positions in Å, forces in eV/Å.

**E**: -51528.435 eV
**Energy relative to the best compared isomer or geometry (same formula, charge and spin)**: 4.39 kcal per mole
**Orbital gap**: 7.7980 eV
**Structure (SMILES)**: CCN(CC)CCCNC(=O)c1cn(C)c2ccc(S(=O)(=O)N(C)C3CCCCC3)cc2c1=O

Number 1: HOMO level -0.14546 hartree. Number 2: HOMO level -0.29916 hartree. Number 3: HOMO level -0.29051 hartree.